{"formula": "C27H33Br2F12O9P", "method": "ωB97M-V/def2-TZVPD", "species": ["Br", "Br", "P", "F", "F", "F", "F", "F", "F", "F", "F", "F", "F", "F", "F", "O", "O", "O", "O", "O", "O", "O", "O", "O", "C", "C", "C", "C", "C", "C", "C", "C", "C", "C", "C", "C", "C", "C", "C", "C", "C", "C", "C", "C", "C", "C", "C", "C", "C", "C", "C", "H", "H", "H", "H", "H", "H", "H", "H", "H", "H", "H", "H", "H", "H", "H", "H", "H", "H", "H", "H", "H", "H", "H", "H", "H", "H", "H", "H", "H", "H", "H", "H", "H"], "positions_angstrom": [[-6.2083, -3.4658, 1.5790], [-6.3030, -6.0825, -0.0688], [-0.5562, 1.8008, -1.4905], [-6.2740, -4.3130, -2.0931], [8.5894, 4.3726, 5.6095], [-4.2802, -4.9861, -1.4635], [-7.6282, 6.7344, 0.9493], [-7.9362, 7.9725, -0.7909], [-3.9764, -3.1952, 0.1492], [2.8088, -2.5328, 2.4703], [9.7669, 2.6821, 4.9677], [-8.5285, 5.8930, -0.8197], [8.2760, 3.5293, 3.6504], [4.6767, -2.0262, 3.4346], [3.9307, -0.8151, 1.8132], [-3.7146, 1.6199, -1.9200], [7.0440, 2.4082, 6.6068], [-2.1504, -2.0117, -4.5386], [-5.2268, 6.3894, -0.2137], [-6.2750, 6.0952, -2.1850], [5.1451, -4.0709, 1.8208], [7.2723, 1.3023, 4.6584], [-1.0391, 3.1694, -2.2739], [4.9442, -2.6268, 0.1034], [-4.6535, 4.3178, -2.5761], [-3.0981, 0.5627, -1.9363], [-1.3150, 1.9813, 0.1765], [-1.6332, 0.5029, -2.1943], [-3.3398, -1.7689, -2.4897], [7.2877, -4.6855, 0.8311], [4.9093, 0.7453, 4.8941], [-4.8562, -0.8187, -0.6943], [4.0392, -2.0575, 2.2594], [1.5988, -2.9988, -3.0484], [-5.2996, -3.2678, -0.1466], [4.7796, -2.9405, 1.2416], [-3.7727, -0.7562, -1.7256], [8.5537, 3.2414, 4.9222], [7.5131, 2.2780, 5.5182], [-6.2056, 6.3784, -0.8961], [6.3388, 0.2935, 5.0928], [-2.2230, -1.5038, -3.4370], [-5.4955, -4.5786, -1.0262], [-1.1896, -0.5290, -2.9395], [0.2282, -0.8264, -3.2873], [1.4076, -1.3759, -1.1022], [-5.8258, -1.9996, -0.8258], [-5.0261, 5.7631, -2.8252], [-7.6052, 6.7467, -0.3751], [0.7314, -1.9441, -2.3408], [5.8203, -5.0240, 0.9748], [1.2863, -3.9898, -2.7374], [2.6553, -2.8698, -2.8466], [-2.2345, 1.4180, 0.2982], [0.2777, -1.1519, -4.3207], [-1.5066, 3.0372, 0.3380], [-3.7519, 4.0589, -3.1288], [6.5373, 0.0300, 6.1307], [7.7955, -5.4584, 0.2560], [-0.1558, -2.4691, -1.9834], [-5.4161, 0.1096, -0.7084], [-4.4754, 4.1336, -1.5185], [4.2214, -0.0572, 5.1532], [1.9107, -2.1858, -0.5823], [-4.2480, 6.4459, -2.4864], [5.3215, -5.0752, 0.0082], [2.0882, -0.5640, -1.3310], [-5.4561, 3.6537, -2.8933], [-3.7517, -2.7626, -2.4709], [6.5537, -0.5787, 4.4810], [5.6931, -5.9845, 1.4684], [-4.3677, -0.8535, 0.2782], [1.4125, -2.9622, -4.1160], [-6.0310, -2.1447, -1.8782], [0.8272, 0.0672, -3.1687], [4.6820, 1.6098, 5.5174], [-0.6067, 1.6547, 0.9279], [7.7590, -4.6103, 1.8113], [4.7398, 1.0320, 3.8562], [0.6696, -0.9818, -0.4058], [7.4229, -3.7320, 0.3218], [-1.9637, 3.3624, -2.0755], [-5.1902, 5.9435, -3.8851], [-6.7242, -1.7039, -0.3086]], "lowdin_charge": [0.763, 0.749, 0.918, 0.036, 0.179, 0.039, 0.178, 0.171, -0.005, 0.173, 0.170, 0.170, 0.171, 0.159, 0.176, 0.086, 0.174, 0.133, 0.173, 0.037, 0.036, 0.037, -0.313, 0.171, -0.073, -0.332, -0.240, -0.223, 0.088, -0.058, -0.061, -0.112, -0.554, -0.050, -0.774, -0.409, -0.116, -0.562, -0.407, -0.408, -0.192, -0.315, -0.877, -0.145, -0.125, -0.072, -0.169, -0.183, -0.562, -0.392, -0.192, 0.076, 0.075, 0.028, 0.115, 0.045, 0.074, 0.127, 0.084, 0.126, 0.126, 0.074, 0.079, 0.068, 0.127, 0.126, 0.084, 0.088, 0.114, 0.114, 0.126, 0.132, 0.070, 0.121, 0.091, 0.080, 0.028, 0.084, 0.080, 0.068, 0.079, 0.013, 0.126, 0.090], "gap_ev": 7.82, "spin_multiplicity": 1, "e_lumo_ev": -1.14}

{"formula": "C27H33Br2IN4O3Pd", "method": "ωB97M-V/def2-TZVPD", "species": ["I", "Pd", "Br", "Br", "O", "O", "O", "N", "N", "N", "N", "C", "C", "C", "C", "C", "C", "C", "C", "C", "C", "C", "C", "C", "C", "C", "C", "C", "C", "C", "C", "C", "C", "C", "C", "C", "C", "C", "H", "H", "H", "H", "H", "H", "H", "H", "H", "H", "H", "H", "H", "H", "H", "H", "H", "H", "H", "H", "H", "H", "H", "H", "H", "H", "H", "H", "H", "H", "H", "H", "H"], "positions_angstrom": [[-3.0208, 3.3851, 0.4072], [-0.9949, 1.8659, 0.0775], [0.8453, -5.3636, -4.4946], [0.7911, 7.5663, 0.4815], [-0.8323, 0.7515, -1.8831], [-1.9521, 0.4727, 1.9999], [0.0639, -0.1883, -0.1102], [2.8448, 1.1996, 2.1990], [1.0236, 2.2825, 1.1717], [2.8816, 1.6545, -0.0680], [-0.1831, 4.0313, -1.3611], [-2.0032, -4.3018, 1.7128], [-0.7606, 4.4182, -2.4880], [-1.7935, -3.1215, 2.3996], [-2.6347, -4.3341, 0.4752], [4.2288, 1.5473, 2.4463], [2.4262, 2.4341, -1.1974], [-2.7481, -5.6309, -0.2636], [-3.1382, -3.1446, -0.0344], [0.7802, -3.7268, -2.1621], [-0.0258, -1.4643, -2.1004], [-0.5140, 6.7288, -1.9352], [0.4847, -3.7672, -3.5155], [0.2300, 4.9562, -0.5062], [-2.1964, -1.9062, 1.8087], [0.5206, -2.5679, -1.4580], [-0.9664, 5.7521, -2.8060], [-0.2791, -0.2211, -1.3131], [-0.0740, -2.6813, -4.1693], [-1.7342, -0.6590, 2.3916], [3.7351, 0.5322, -0.3942], [-0.3259, -1.5246, -3.4560], [-1.1605, -3.1905, 3.7611], [2.1866, 1.7150, 1.0987], [-3.5303, -0.6840, 0.0429], [2.0774, 0.8529, 3.3723], [0.1015, 6.3101, -0.7653], [-2.9388, -1.9310, 0.6091], [-4.1766, -0.9206, -0.7988], [-0.6294, 7.7787, -2.1577], [2.6632, 0.1546, 3.9708], [-1.1494, -4.2233, 4.1050], [-1.7158, -2.5990, 4.4874], [4.6576, 2.0160, 1.5664], [-0.3127, -2.7443, -5.2192], [0.6676, 4.5988, 0.4167], [3.8628, -0.1156, 0.4682], [1.4293, 2.1321, -1.5417], [4.7192, 0.8804, -0.7251], [0.7333, -2.4875, -0.4028], [4.8103, 0.6570, 2.6952], [-2.5504, -6.4670, 0.4023], [1.2028, -4.5924, -1.6736], [-1.6566, -5.2300, 2.1456], [-0.7550, -0.6594, -3.9378], [-3.7296, -5.7633, -0.7115], [1.8262, 1.7199, 3.9988], [0.7074, 2.4002, 2.1337], [2.3888, 3.4851, -0.9129], [-2.0122, -5.6620, -1.0666], [3.2877, -0.0543, -1.2030], [3.1423, 2.3131, -2.0060], [-1.0836, 3.6295, -3.1530], [4.3040, 2.2542, 3.2795], [-4.1034, -0.1480, 0.8018], [-0.1324, -2.8284, 3.7384], [-1.0648, -0.8011, 3.2592], [1.1570, 0.3605, 3.0572], [-3.6869, -3.1601, -0.9654], [-2.7452, 0.0058, -0.3066], [-1.4703, 6.0233, -3.7182]], "lowdin_spin": [0.274, 1.423, 0.000, 0.000, 0.038, 0.024, 0.073, 0.011, 0.080, 0.005, 0.024, 0.000, 0.003, 0.001, 0.001, 0.001, -0.001, 0.000, 0.000, 0.000, 0.002, 0.000, 0.000, 0.003, 0.001, 0.001, 0.000, 0.007, 0.000, 0.005, 0.000, 0.000, 0.000, 0.011, 0.002, 0.000, 0.000, 0.001, 0.000, 0.000, 0.000, 0.000, 0.000, 0.000, 0.000, 0.000, 0.000, -0.001, 0.000, 0.000, 0.000, 0.000, 0.000, 0.000, 0.000, 0.000, 0.000, 0.002, 0.000, 0.000, 0.000, 0.000, 0.000, 0.000, 0.000, 0.000, 0.000, 0.000, 0.000, 0.002, 0.000], "gap_ev": [8.24, 6.77], "spin_multiplicity": 3, "e_lumo_ev": [0.08, -1.24]}

{"formula": "C27H33BrF6N4O8PS4", "method": "ωB97M-V/def2-TZVPD", "species": ["Br", "S", "S", "S", "S", "P", "F", "F", "F", "F", "F", "F", "O", "O", "O", "O", "O", "O", "O", "O", "N", "N", "N", "N", "C", "C", "C", "C", "C", "C", "C", "C", "C", "C", "C", "C", "C", "C", "C", "C", "C", "C", "C", "C", "C", "C", "C", "C", "C", "C", "C", "H", "H", "H", "H", "H", "H", "H", "H", "H", "H", "H", "H", "H", "H", "H", "H", "H", "H", "H", "H", "H", "H", "H", "H", "H", "H", "H", "H", "H", "H", "H", "H", "H"], "positions_angstrom": [[2.3439, 6.2633, 2.5362], [-1.9432, 0.7216, -0.5004], [-6.1409, 0.2222, -6.3306], [-1.1804, -2.0340, -1.2798], [-5.1812, -1.6359, -4.5606], [0.0479, -0.4116, 3.6630], [-2.6108, -2.0973, -5.0430], [-5.9546, 2.2587, -7.9559], [-4.1973, 0.9958, -7.9489], [-3.3502, -2.8477, -3.1551], [-2.9845, -0.7219, -3.4203], [-4.5643, 2.3456, -6.3000], [-5.8858, -1.3213, -3.3456], [-5.5115, -2.8788, -5.1995], [2.3997, 4.4051, 0.5416], [-6.6658, -0.5873, -7.3943], [6.3294, 2.0199, 1.7071], [3.8692, 4.0651, 4.6127], [-7.0899, 0.9445, -5.5300], [0.1086, -0.2813, 5.3170], [-4.9327, -0.4156, -5.5310], [4.8892, 3.6403, 2.5487], [-3.5149, -1.4719, -0.2793], [6.5746, -2.5436, -0.6280], [1.2729, 2.3390, 4.6425], [5.2359, 2.3188, 2.0870], [-5.1517, 1.5259, -7.1771], [3.9478, 3.4056, 3.6237], [-3.4556, -2.5034, 0.7619], [-4.6693, -0.5715, -0.1640], [3.6243, 0.2920, 1.7259], [4.5850, 4.6147, 1.5026], [0.4408, -1.5390, -0.6484], [0.6273, 2.8942, 5.4850], [-4.6997, -3.3785, 0.7624], [1.6186, 0.4006, 3.1037], [3.0998, 4.9156, 1.3438], [-2.3223, -0.8704, -0.5830], [0.4535, -1.3704, 0.8679], [4.0152, 1.4753, 2.3105], [4.0194, -0.2147, -0.7366], [-3.4328, -1.8303, -4.0238], [3.2478, 2.1375, 3.2569], [-1.2177, 0.8354, 3.1575], [4.5235, -0.3593, 0.7064], [2.0460, 1.6144, 3.6796], [-4.8886, 0.1060, 1.1851], [1.8528, -1.5153, 1.5073], [6.1807, -1.4279, -1.5073], [4.6659, -1.2311, -1.6822], [2.3761, -0.2368, 2.1256], [-0.4775, 0.4314, 5.5985], [-4.8473, -0.5749, 2.0343], [-5.5590, -2.8916, 1.2203], [4.1865, -2.2054, -1.5546], [1.1038, -2.3437, -0.9658], [6.6611, -0.5140, -1.1603], [0.0891, 3.3806, 6.2600], [-2.6121, -3.1507, 0.5499], [-1.9239, 0.3103, 2.5152], [-4.5828, 0.1917, -0.9304], [-4.5025, -4.3197, 1.2707], [4.9215, 4.2394, 0.5396], [-5.5540, -1.1532, -0.4157], [0.7389, -0.6298, -1.1662], [6.9014, -2.1959, 0.2645], [-4.2109, 0.9397, 1.3452], [1.8101, -2.2588, 2.3049], [4.5007, -0.9184, -2.7120], [4.2666, 0.7872, -1.0886], [-4.9736, -3.6244, -0.2628], [5.7761, -3.1303, -0.4188], [-3.2776, -2.0747, 1.7531], [2.5669, -1.8788, 0.7773], [2.9438, -0.3528, -0.7557], [-1.7572, 1.1774, 4.0395], [5.1087, 5.5495, 1.7013], [0.0881, -0.3662, 1.0738], [-0.2416, -2.0792, 1.3095], [6.5862, -1.6537, -2.4939], [-0.8107, 1.6689, 2.5920], [4.6107, -1.4159, 0.9629], [-5.8950, 0.5264, 1.1738], [5.5154, 0.0691, 0.8016]], "lowdin_charge": [0.733, 0.717, 0.571, 0.953, 0.568, 0.959, 0.128, 0.120, 0.123, 0.078, 0.089, 0.124, -0.298, -0.289, 0.070, -0.292, 0.153, 0.145, -0.293, -0.319, -0.304, 0.038, -0.183, -0.009, -0.081, -0.329, -0.686, -0.365, -0.252, -0.248, -0.074, -0.124, -0.486, 0.155, -0.072, -0.210, -0.774, -1.067, -0.296, -0.020, -0.169, -0.686, -0.036, -0.241, -0.139, -0.151, -0.091, -0.154, -0.279, -0.192, -0.140, 0.022, 0.062, 0.069, 0.106, 0.073, 0.109, 0.042, 0.078, -0.003, 0.102, 0.073, 0.137, 0.111, 0.063, 0.055, 0.041, 0.115, 0.107, 0.122, 0.088, 0.053, 0.109, 0.090, 0.085, 0.040, 0.117, 0.043, 0.085, 0.094, 0.049, 0.113, 0.077, 0.097], "relative_energy_kcal_mol": 0.0, "charge": -1, "gap_ev": 7.25, "spin_multiplicity": 1, "e_lumo_ev": 0.78}

E for the records above, in order: -8413.60093 -7067.01604 -6976.92834 Eh